Density functional theory data (ωB97M-V with the def2-TZVPD basis set) for a cluster of 2 separate species, C12H15NO5 in total.

XYZ file:
```
33
Properties=species:S:1:pos:R:3:forces:R:3
O -1.556 -0.993 -1.347 0.0 -0.1 0.0
N -1.229 -1.958 -0.688 0.0 0.1 0.0
O -0.194 -2.578 -0.839 -0.1 0.0 0.0
C -2.146 -2.406 0.377 0.0 0.0 0.0
C -3.333 -1.722 0.560 0.0 0.0 0.0
C -4.190 -2.148 1.563 0.0 0.0 0.0
C -3.850 -3.236 2.356 0.0 0.0 0.0
C -2.650 -3.905 2.152 0.0 0.0 0.0
C -1.783 -3.491 1.153 0.0 0.0 0.0
H -3.573 -0.877 -0.067 0.0 0.0 0.0
H -5.125 -1.628 1.724 0.0 0.0 0.0
H -4.523 -3.565 3.136 0.0 0.0 0.0
H -2.386 -4.751 2.772 0.0 0.0 0.0
H -0.845 -3.994 0.974 0.0 0.0 0.0
C 2.202 -0.190 -0.367 0.0 0.0 0.1
C 1.597 0.596 0.798 0.0 0.0 0.0
O 0.774 1.713 0.443 -0.1 -0.1 0.0
C 1.350 2.808 -0.185 0.1 0.0 0.0
C 1.088 2.901 -1.692 -0.1 0.1 0.1
C 2.324 3.664 -2.156 -0.1 -0.1 0.0
C 3.377 3.077 -1.249 -0.1 0.0 0.1
O 4.527 2.847 -1.454 0.2 0.1 0.0
O 2.786 2.800 -0.051 -0.1 -0.2 0.0
H 3.229 -0.471 -0.137 0.0 -0.1 0.0
H 2.241 0.395 -1.280 0.0 0.0 0.0
H 1.627 -1.091 -0.567 0.0 0.0 -0.1
H 2.373 0.926 1.487 0.0 0.1 0.0
H 0.912 -0.035 1.360 0.0 0.0 0.0
H 0.978 3.699 0.330 0.0 0.0 0.0
H 1.046 1.905 -2.126 0.0 0.0 0.0
H 0.145 3.406 -1.890 0.0 0.0 0.0
H 2.595 3.582 -3.203 0.0 0.0 0.0
H 2.212 4.718 -1.889 0.1 0.1 -0.1
```
Forces are in eV/Å.

## Properties
HOMO = -9.79 eV
Spin multiplicity = 1
SMILES string = O=[N+]([O-])c1ccccc1.CCO[C@@H]1CCC(=O)O1
Relative energy (zero: lowest compared OMol25 entry of this formula, charge and spin) = 344.6 kJ/mol
Strongest force on any atom = 0.3 eV/Å